Arrangement i

{"formula": "C4H4ClNO2", "method": "ωB97M-V/def2-TZVPD", "smiles": "O=C1ON=C[C@@H]1CCl", "lumo_energy_ha": -0.0034, "charge": 0, "e_homo_ev": -10.810, "orbital_gap_ev": 10.72, "species": ["C", "C", "C", "C", "H", "H", "H", "H", "N", "O", "O", "Cl"], "xyz": [[-1.0128, -1.0289, 0.3075], [-0.0688, 0.2202, 0.0999], [1.2560, 0.5670, 0.7497], [0.2763, 0.3035, -1.3653], [-0.6371, -2.0939, 0.0755], [-2.1935, -0.7472, -0.1008], [-0.7952, 1.1176, 0.3373], [1.2786, 0.7055, 1.7714], [2.1000, 1.0360, -0.1495], [1.4589, 0.9800, -1.5447], [-0.1811, -0.3529, -2.2845], [-1.4812, -0.7068, 2.1034]]}

=====

Arrangement ii

{"formula": "C4H4ClNO2", "method": "ωB97M-V/def2-TZVPD", "smiles": "C=C(Cl)C(=O)NC=O", "lumo_energy_ha": -0.0156, "charge": 0, "e_homo_ev": -10.466, "orbital_gap_ev": 10.04, "species": ["C", "C", "C", "C", "H", "H", "H", "H", "N", "O", "O", "Cl"], "xyz": [[-0.5258, -0.3295, 1.1903], [-1.1034, -1.4104, 1.6558], [-0.0171, -0.2616, -0.2171], [0.9710, 1.0630, -1.9723], [-1.2325, -2.2133, 0.9736], [-1.4505, -1.5222, 2.6759], [0.9059, 1.6163, 0.0119], [0.6316, 0.2352, -2.4737], [0.5673, 0.9254, -0.6426], [-0.2377, -1.1774, -0.9981], [1.6126, 2.0187, -2.3989], [-0.1215, 1.0559, 2.1953]]}

=====

Most stable to least stable: arrangement ii, arrangement i

=====

Arrangement i

{"formula": "C2H3FO2", "method": "ωB97M-V/def2-TZVPD", "lumo_energy_ha": [-0.0629, -0.0614], "charge": 0, "e_homo_ev": [-9.864, -9.991], "orbital_gap_ev": [8.15, 8.32], "species": ["C", "C", "O", "O", "F", "H", "H", "H"], "xyz": [[0.8479, -0.2766, -0.0793], [-0.5820, -0.3994, -0.0444], [1.6054, 1.5427, 0.2133], [-1.2506, 0.7894, -0.2331], [1.7283, -1.1923, 0.0547], [-0.9223, -1.1474, -0.7819], [-0.8213, -0.8295, 0.9590], [-0.6055, 1.5131, -0.0884]]}

=====

Arrangement ii

{"formula": "C2H3FO2", "method": "ωB97M-V/def2-TZVPD", "smiles": "O=C(F)CO", "lumo_energy_ha": 0.0247, "charge": 0, "e_homo_ev": -11.192, "orbital_gap_ev": 11.86, "species": ["C", "C", "O", "O", "F", "H", "H", "H"], "xyz": [[-0.8997, -0.0435, 0.0598], [0.5533, -0.2620, 0.0230], [-1.5839, 0.9020, 0.1437], [1.2937, 0.8733, -0.0321], [-1.4355, -1.2393, -0.0166], [0.8062, -0.8227, 1.0534], [0.5245, -1.0514, -0.7945], [0.7414, 1.6437, -0.4367]]}

=====

Arrangement iii

{"formula": "C2H3FO2", "method": "ωB97M-V/def2-TZVPD", "smiles": "O=CF.C=O", "lumo_energy_ha": 0.0254, "charge": 0, "e_homo_ev": -10.416, "orbital_gap_ev": 11.11, "species": ["C", "C", "O", "O", "F", "H", "H", "H"], "xyz": [[-1.7131, -0.0825, -0.6774], [1.5850, 0.2299, 0.6643], [-1.0655, -0.2053, 0.3266], [1.8161, 0.9820, -0.2448], [1.4684, -1.1382, 0.4694], [-2.7540, 0.0136, -0.6302], [1.7620, 0.2381, 1.6933], [-1.0989, -0.0377, -1.6011]]}

=====

Most stable to least stable: arrangement ii, arrangement iii, arrangement i

=====

Arrangement i

{"formula": "C7H15N3", "method": "ωB97M-V/def2-TZVPD", "smiles": "CC(C)=C(N)/C(N)=C(/C)N", "lumo_energy_ha": [0.0309, 0.0309], "charge": 0, "e_homo_ev": [-6.146, -6.150], "orbital_gap_ev": [6.99, 6.99], "species": ["C", "C", "C", "C", "C", "C", "C", "N", "N", "N", "H", "H", "H", "H", "H", "H", "H", "H", "H", "H", "H", "H", "H", "H", "H"], "xyz": [[-2.2546, 0.7402, 1.3088], [2.5351, 0.6864, -1.1357], [1.2599, 1.3066, 0.9452], [-0.6831, -0.8834, 0.2679], [0.6502, -0.7750, -0.3753], [-1.5625, 0.1448, 0.1112], [1.4404, 0.3060, -0.1742], [-1.1963, -2.1729, 0.4127], [1.0277, -1.8323, -1.1921], [-1.7166, 0.8376, -1.0834], [-2.1835, -2.1733, 0.6543], [-0.6357, -2.7605, 1.0180], [2.0307, -1.9896, -1.1430], [0.4988, -2.6625, -0.9286], [-1.3882, 0.2511, -1.8565], [-2.6855, 1.1079, -1.2350], [-3.3404, 0.6771, 1.2199], [-1.9400, 0.2723, 2.2475], [-1.9782, 1.8023, 1.3831], [2.3822, 1.7262, -1.4520], [3.5213, 0.6030, -0.6751], [2.2392, 1.6030, 1.3408], [0.7474, 2.2069, 0.5954], [0.7140, 0.8894, 1.7981], [2.5176, 0.0885, -2.0520]]}

=====

Arrangement ii

{"formula": "C7H15N3", "method": "ωB97M-V/def2-TZVPD", "lumo_energy_ha": 0.0371, "charge": 0, "e_homo_ev": -8.093, "orbital_gap_ev": 9.10, "species": ["C", "N", "N", "C", "C", "H", "H", "H", "H", "H", "H", "H", "H", "C", "C", "C", "C", "N", "H", "H", "H", "H", "H", "H", "H"], "xyz": [[-0.3312, 0.0425, -1.8355], [-0.4785, 0.0295, -3.2831], [0.3366, 1.2571, -1.3518], [0.4346, -1.1966, -1.4396], [1.6872, -1.2143, -1.0104], [-1.3510, -0.0508, -1.4257], [-1.0757, 0.7876, -3.5952], [0.4311, 0.1406, -3.7189], [0.2902, 1.2880, -0.3370], [-0.1626, 2.0722, -1.6927], [-0.1129, -2.1202, -1.5858], [2.1857, -2.1423, -0.7676], [2.2474, -0.2982, -0.8884], [-1.9661, -0.7113, 1.6265], [-1.2211, 0.5317, 1.8125], [0.9503, -0.6377, 2.1027], [-0.9736, 1.7299, 1.8937], [1.5902, 0.4625, 2.2458], [2.5962, 0.5910, 2.3289], [1.6051, -1.5205, 2.0894], [-2.8953, -0.5200, 1.0880], [-2.1844, -1.1769, 2.5911], [-1.3564, -1.4223, 1.0632], [-1.2163, 2.7652, 1.8765], [0.9704, 1.3134, 2.2133]]}

=====

Arrangement iii

{"formula": "C7H15N3", "method": "ωB97M-V/def2-TZVPD", "lumo_energy_ha": 0.0317, "charge": 0, "e_homo_ev": -7.575, "orbital_gap_ev": 8.44, "species": ["C", "C", "C", "C", "N", "C", "C", "N", "C", "N", "H", "H", "H", "H", "H", "H", "H", "H", "H", "H", "H", "H", "H", "H", "H"], "xyz": [[-1.7283, -0.8050, 0.0015], [3.0503, 0.6202, 0.8594], [-2.0515, -1.4194, 1.3369], [-2.7167, 0.2238, -0.4773], [0.0526, 0.0022, 0.3360], [0.5931, -0.0097, -0.8524], [2.5596, 0.1851, -0.4906], [-0.0407, 1.1992, 1.0437], [0.3990, -0.0869, -2.1556], [3.3090, -0.0572, -1.4787], [-1.5352, -1.5713, -0.7493], [-0.5622, 1.9094, 0.5323], [-0.4615, 1.0359, 1.9521], [4.3120, 0.1330, -1.3288], [4.1344, 0.7986, 0.8596], [2.8303, -0.1552, 1.5966], [2.5806, 1.5610, 1.1522], [-1.3013, -2.1604, 1.6249], [-3.0257, -1.9316, 1.3274], [-2.1053, -0.6550, 2.1208], [-2.8071, 1.0534, 0.2356], [-3.7318, -0.1906, -0.5788], [-2.4386, 0.6393, -1.4490], [-0.5562, -0.3501, -2.5885], [1.2411, 0.0313, -2.8301]]}

=====

Most stable to least stable: arrangement i, arrangement iii, arrangement ii

=====

Arrangement i

{"formula": "C4H7N2", "method": "ωB97M-V/def2-TZVPD", "smiles": "C/[NH+]=C1/[C@@H]2CN12", "lumo_energy_ha": -0.2065, "charge": 1, "e_homo_ev": -14.792, "orbital_gap_ev": 9.17, "species": ["C", "C", "C", "C", "N", "N", "H", "H", "H", "H", "H", "H", "H"], "xyz": [[-0.4384, 0.3246, 0.2175], [-2.5685, -0.0971, 0.3210], [-1.6139, 0.7691, -0.4329], [2.0331, -0.2352, -0.4216], [-1.2468, -0.7094, 0.0335], [1.0408, 0.7334, -0.1812], [-2.6160, 0.0978, 1.3452], [-3.3209, -0.5203, -0.2520], [-1.6323, 1.0546, -1.4367], [2.2971, -0.1050, -1.5472], [2.8342, -0.0254, 0.1600], [1.7755, -1.3064, -0.3159], [1.1632, 1.7396, -0.1223]]}

=====

Arrangement ii

{"formula": "C4H7N2", "method": "ωB97M-V/def2-TZVPD", "lumo_energy_ha": -0.1941, "charge": 1, "e_homo_ev": -14.263, "orbital_gap_ev": 8.98, "species": ["C", "C", "C", "C", "N", "N", "H", "H", "H", "H", "H", "H", "H"], "xyz": [[-1.9814, 0.6216, -0.0312], [0.1598, 0.5917, 0.9521], [0.0835, -0.1539, -0.3197], [1.2237, -0.9351, -0.6738], [-1.2077, 1.0424, 1.0074], [-1.0745, -0.0092, -0.8706], [0.4997, 0.0272, 1.7622], [0.9860, 1.1221, 0.5158], [0.8591, -1.8764, -1.0884], [1.7957, -1.1721, 0.2000], [1.7676, -0.5813, -1.5071], [-1.6333, 1.5678, 1.8046], [-1.4781, -0.2448, -1.7513]]}

=====

Arrangement iii

{"formula": "C4H7N2", "method": "ωB97M-V/def2-TZVPD", "lumo_energy_ha": [-0.1598, -0.1785], "charge": 1, "e_homo_ev": [-13.526, -14.231], "orbital_gap_ev": [9.18, 9.37], "species": ["C", "C", "C", "C", "N", "N", "H", "H", "H", "H", "H", "H", "H"], "xyz": [[0.5297, 0.7626, 0.8229], [0.6842, -0.6617, 0.6046], [-0.2110, 0.8546, -0.5497], [-0.0194, -0.5488, -0.7839], [1.7951, 0.0555, 0.7307], [-1.3897, -0.0983, -0.4316], [0.2587, 1.4535, 1.6947], [-0.1800, -2.4347, 1.5752], [-0.1750, 1.7303, -1.3845], [0.1880, -1.1463, -1.6228], [2.5232, 0.1715, -0.0177], [-1.7809, -0.1329, 0.5362], [-2.2229, -0.0052, -1.1740]]}

=====

Arrangement iv

{"formula": "C4H7N2", "method": "ωB97M-V/def2-TZVPD", "smiles": "C=NC[N+]1=CC1", "lumo_energy_ha": -0.2012, "charge": 1, "e_homo_ev": -14.046, "orbital_gap_ev": 8.57, "species": ["C", "C", "C", "C", "N", "N", "H", "H", "H", "H", "H", "H", "H"], "xyz": [[-1.5067, -0.1725, -2.0961], [1.9278, -0.1139, 0.7408], [-0.7637, -0.0467, 0.1175], [1.1484, 0.0571, 1.9475], [0.4430, -0.0247, 0.8665], [-0.8496, -0.6751, -1.1343], [-1.6120, -0.7754, -3.1590], [-1.7962, 0.8740, -2.1266], [2.3764, 0.8221, 0.4217], [2.1824, -1.1610, 0.5164], [-1.4932, -0.4297, 0.9101], [-0.9716, 1.0911, 0.0144], [0.9150, 0.5549, 2.9813]]}

=====

Most stable to least stable: arrangement ii, arrangement iv, arrangement i, arrangement iii